18
Properties=species:S:1:pos:R:3:forces:R:3:mulliken_charge:R:1 method="wB97M-V/def2-TZVPD" total_energy_ha=-707.281438 de_lowest_kcal_mol=14.5 smiles=CCS.O.O.O largest_force_ev_per_a=0.74
C 0.2384 0.8811 0.7764 0.0 -0.6 -0.5 -1.09
C -0.7482 1.4219 -0.2466 -0.1 0.4 -0.3 0.05
S 0.0326 2.2854 -1.6652 0.1 0.1 0.2 -0.24
H 1.1453 0.5505 0.2680 0.1 0.0 0.1 0.33
H 0.4927 1.5997 1.5470 0.1 0.2 0.0 0.36
H -0.2004 0.0035 1.2515 0.0 0.0 0.2 0.31
H -1.4283 2.1201 0.2254 -0.2 0.1 0.1 0.37
H -1.3623 0.6560 -0.7073 0.0 -0.2 0.2 -0.19
H -0.5769 1.5871 -2.6272 0.0 0.0 0.0 0.12
O -1.0511 -1.5649 -2.0121 0.5 0.0 0.1 -0.60
H -0.3114 -1.3758 -1.4157 -0.3 0.0 -0.1 0.31
H -0.6644 -2.1810 -2.6469 -0.3 0.1 0.0 0.29
O 5.4605 -0.9158 3.1866 -0.6 0.2 -0.1 -0.64
H 5.5358 -0.0791 2.7087 0.1 -0.2 0.1 0.32
H 4.4991 -1.0441 3.2536 0.5 0.0 0.0 0.32
O -3.6508 -1.6739 -0.4901 0.0 0.2 0.0 -0.63
H -3.0419 -1.2158 -1.0846 0.0 -0.2 0.0 0.30
H -4.3687 -1.0550 -0.3214 0.1 0.0 0.0 0.31

18
Properties=species:S:1:pos:R:3:forces:R:3:mulliken_charge:R:1 method="wB97M-V/def2-TZVPD" total_energy_ha=-707.282942 de_lowest_kcal_mol=13.6 smiles=CSC.O.O.O largest_force_ev_per_a=0.99
C 0.0388 1.3935 0.8845 -0.2 -0.2 0.1 -0.65
S -0.1137 2.9155 -0.0673 0.1 0.0 -0.1 -0.10
C -1.2115 2.3602 -1.4206 0.9 0.1 0.3 -0.75
H 0.1371 0.5030 0.2676 -0.2 0.1 -0.3 -0.03
H -0.8245 1.2793 1.5351 0.0 -0.1 0.1 0.38
H 0.9327 1.4132 1.4998 0.1 0.3 0.1 0.38
H -1.9086 3.1597 -1.6387 -0.3 -0.2 0.1 0.30
H -0.5789 2.2080 -2.2850 0.0 -0.1 -0.3 0.24
H -1.6560 1.4105 -1.1417 -0.4 0.2 0.0 0.26
O -0.2219 -2.8667 -1.5815 0.4 0.1 -0.1 -0.64
H 0.6571 -2.8555 -1.1660 -0.4 0.0 0.0 0.34
H -0.1321 -2.1215 -2.1863 -0.3 -0.1 -0.1 0.29
O -0.0430 -1.3899 2.3835 0.5 0.3 0.3 -0.64
H -0.4070 -2.0275 3.0122 -0.1 0.0 -0.7 0.29
H -0.2459 -1.6125 1.4679 -0.4 -0.4 0.3 0.35
O 1.7463 -1.5105 -0.1253 0.2 -0.1 0.2 -0.60
H 1.8075 -1.6586 0.8282 0.0 0.1 0.0 0.32
H 2.0240 -0.6004 -0.2664 0.1 0.0 0.0 0.28

19
Properties=species:S:1:pos:R:3:forces:R:3:mulliken_charge:R:1 method="wB97M-V/def2-TZVPD" total_energy_ha=-1105.459111 de_lowest_kcal_mol=26.6 smiles=CSSC.O.O.O largest_force_ev_per_a=1.58
C -1.3351 0.8890 -2.9504 0.4 0.3 0.8 -0.85
S -0.2020 0.4296 -1.5239 -0.1 -0.2 -1.5 -0.03
S -1.4396 0.5730 0.0922 -1.0 -0.9 0.0 -0.07
C -0.3431 1.4873 1.1196 1.5 0.0 0.3 -0.87
H -1.4629 0.1202 -3.7123 0.0 -0.4 0.5 0.25
H -2.2781 1.1111 -2.4613 -0.2 0.1 -0.3 0.35
H -0.9285 1.7523 -3.4719 -0.1 0.1 0.3 0.29
H 0.6152 0.9589 1.2429 -0.1 0.1 -0.5 0.28
H -0.1703 2.4325 0.6163 0.1 0.4 0.6 0.32
H -0.6410 1.5179 2.1622 -0.8 0.5 -0.1 0.33
O 0.5606 -1.9845 5.3840 0.6 -1.0 0.4 -0.66
H 0.9490 -1.5068 6.1180 -0.1 0.7 0.1 0.32
H 0.8839 -2.8766 5.6255 -0.5 0.3 -0.6 0.33
O 0.8290 -2.6148 2.3710 -0.3 -0.1 0.2 -0.62
H 0.9439 -2.1410 3.1984 -0.3 0.1 0.4 0.32
H 1.6587 -2.4718 1.9346 0.6 0.0 -0.6 0.31
O 0.6286 1.1286 -5.1322 0.3 -0.1 -0.2 -0.58
H 1.4031 0.9545 -5.6738 0.2 0.3 -0.1 0.29
H 0.3289 0.2406 -4.9389 -0.3 -0.2 0.2 0.30

19
Properties=species:S:1:pos:R:3:forces:R:3:mulliken_charge:R:1 method="wB97M-V/def2-TZVPD" total_energy_ha=-1105.453682 de_lowest_kcal_mol=30.0 smiles=CSSC.O.O.O largest_force_ev_per_a=2.73
C -1.9210 1.3852 -2.2977 2.4 0.7 -1.1 -0.82
S -0.2431 1.0379 -1.5970 -0.6 0.0 -0.5 -0.04
S -0.6546 0.2198 0.2247 0.4 0.7 0.4 -0.08
C 0.4362 1.3716 1.1603 -0.7 -1.0 0.7 -0.83
H -1.6108 2.1378 -3.0460 -0.4 0.0 0.2 0.23
H -2.1486 0.5221 -2.9175 -1.0 -0.1 0.7 0.29
H -2.5784 1.8769 -1.5936 -0.4 -0.6 0.0 0.35
H 1.4524 1.1419 0.8656 0.1 0.3 0.1 0.31
H 0.1632 2.4223 1.1045 0.0 -0.1 -0.4 0.37
H 0.2823 1.0538 2.1989 0.3 0.1 -0.1 0.22
O 0.4483 -3.6377 5.4911 -0.2 -0.3 -0.4 -0.62
H 0.8017 -4.5305 5.4016 -0.1 0.1 -0.1 0.32
H 0.8331 -3.3094 6.2974 0.2 0.2 0.5 0.31
O 1.8377 -1.5319 2.9494 0.9 -0.5 -1.0 -0.61
H 2.1939 -1.1423 3.7378 -0.2 0.3 0.6 0.31
H 0.8998 -1.4064 2.9013 -0.6 0.2 0.3 0.29
O 0.6710 0.6502 -5.4144 -0.4 0.2 -0.6 -0.60
H -0.2793 0.7757 -5.3311 -0.1 -0.1 0.5 0.29
H 0.7514 0.7576 -6.3716 0.5 -0.1 0.1 0.30

18
Properties=species:S:1:pos:R:3:forces:R:3:lowdin_spin:R:1 method="wB97M-V/def2-TZVPD" total_energy_ha=-383.666254 de_lowest_kcal_mol=200.7 total_charge=+1 s2=1.7497 spin_multiplicity=2 largest_force_ev_per_a=5.18
C 0.5650 -0.0856 -0.6908 2.1 0.5 1.2 -0.15
O 1.2153 -0.7532 1.9580 -0.1 0.9 -2.7 0.13
C 1.8985 -0.7724 -0.9367 -3.3 -0.2 -3.7 -0.20
H 0.7444 0.8936 -0.2143 0.1 -0.3 -0.4 0.00
H 0.1051 0.0150 -1.6592 -0.8 -0.3 -0.9 -0.06
H 1.4122 -1.2940 2.6929 0.6 -1.2 2.1 0.01
H 2.5701 -0.1857 -1.5756 0.4 -0.1 0.1 -0.04
H 1.8311 -1.8040 -1.2707 -0.2 0.1 -0.4 0.00
H 2.3464 -0.7445 -0.0348 2.3 0.6 4.6 -0.07
H -0.1681 -0.5794 -0.0411 -0.3 -0.5 -0.3 -0.03
H -3.1687 -0.9970 -0.2731 0.1 0.4 -0.1 0.00
O -2.2717 -0.7927 -0.5832 0.5 1.8 0.0 0.32
H -2.2008 2.2412 -1.2394 -0.9 0.4 -0.9 0.01
H -2.0365 0.3333 -0.6029 -1.0 -1.9 -0.2 0.01
O -1.8281 1.5920 -0.6566 1.0 -0.7 1.3 0.64
H 0.2438 0.4340 1.9070 0.1 -0.5 0.3 0.00
H -1.0518 1.1981 1.3389 1.3 0.3 0.6 0.00
O -0.2061 1.3013 1.8816 -1.8 0.7 -0.5 0.44

19
Properties=species:S:1:pos:R:3:forces:R:3:mulliken_charge:R:1 method="wB97M-V/def2-TZVPD" total_energy_ha=-459.549032 de_lowest_kcal_mol=28.0 smiles="C=CO.O.O.O.O" largest_force_ev_per_a=1.86
C -2.9454 1.1147 -1.0635 0.7 -0.5 -1.2 -0.79
C -2.4195 2.2309 -0.5792 0.3 -0.3 1.8 0.11
O -1.1353 2.2952 -0.0380 -1.0 -0.2 -0.9 -0.49
H -3.9831 0.9281 -1.3031 0.0 0.5 -0.1 0.27
H -2.2297 0.3970 -1.4720 -0.3 -0.3 0.6 0.23
H -3.0631 3.0874 -0.3682 0.5 0.1 0.1 0.30
H -0.8357 1.3637 0.2016 -0.5 1.2 -0.5 0.40
O 1.7787 2.7061 1.6519 0.9 -0.1 0.0 -0.63
H 1.2050 1.9406 1.5863 -0.5 0.3 0.1 0.32
H 1.2776 3.5052 1.8216 -0.5 -0.3 -0.1 0.31
O 6.2186 -2.9929 -2.2442 -0.3 0.1 0.1 -0.64
H 5.7297 -3.7749 -2.5177 0.1 -0.1 0.0 0.32
H 5.5268 -2.3799 -1.9590 0.3 -0.1 -0.1 0.32
O -0.6012 0.0580 1.1395 -0.1 -0.5 0.7 -0.64
H -0.2483 -0.8273 0.9972 -0.1 0.0 -0.3 0.35
H -1.3952 -0.1278 1.6683 0.2 0.3 -0.3 0.30
O -1.0269 -2.7833 0.8751 0.3 -0.3 0.0 -0.62
H -1.6640 -3.4814 0.6900 -0.2 0.2 0.0 0.30
H -0.1889 -3.2591 0.9134 0.0 0.0 0.0 0.30

19
Properties=species:S:1:pos:R:3:forces:R:3:mulliken_charge:R:1 method="wB97M-V/def2-TZVPD" total_energy_ha=-343.741213 de_lowest_kcal_mol=22.1 total_charge=+1 largest_force_ev_per_a=3.87
C 1.3174 0.1219 1.4977 -0.2 0.4 -1.8 -0.47
N 0.0245 0.7556 1.6513 -0.9 1.8 0.7 -0.48
C 1.3436 -0.4238 0.0445 0.6 -3.8 0.0 -0.66
N 0.8340 0.4919 -0.9819 1.1 1.1 1.2 -0.18
H 2.1876 0.8029 1.5709 -0.7 -0.1 0.4 0.36
H 1.4617 -0.7482 2.1343 0.2 0.1 0.2 0.30
H -0.0772 1.7271 2.0563 0.7 -1.9 -0.5 0.22
H -0.6558 0.1488 2.0867 0.1 0.1 0.1 0.21
H 2.3717 -0.7595 -0.1944 -0.3 0.6 -0.2 0.36
H 0.7852 -1.3754 -0.1301 0.0 0.7 0.8 0.35
H 0.8812 0.1764 -1.9396 0.0 -0.4 -0.3 0.35
H 1.5226 1.2318 -0.8388 -0.8 1.0 -0.8 0.35
H -0.1213 0.7916 -0.7451 0.0 0.5 -0.1 0.32
H -2.3864 1.8432 -2.1361 -0.1 0.0 0.0 0.33
H -2.1822 2.2110 -0.6497 -0.2 0.1 -0.1 0.32
O -1.7184 2.0468 -1.4758 0.5 -0.3 0.2 -0.68
H -2.1530 -2.3844 -0.2893 -0.1 0.0 0.1 0.31
H -1.9067 -3.7704 -0.8440 0.0 -0.1 -0.1 0.32
O -1.5287 -2.8872 -0.8170 0.1 0.2 0.1 -0.62

19
Properties=species:S:1:pos:R:3:forces:R:3:lowdin_spin:R:1 method="wB97M-V/def2-TZVPD" total_energy_ha=-343.222460 de_lowest_kcal_mol=43.9 total_charge=+2 s2=0.7543 spin_multiplicity=2 largest_force_ev_per_a=3.77
C 0.1523 0.8851 -1.6274 1.7 -1.0 0.9 0.10
N -0.8632 1.7180 -0.9260 3.0 0.8 -2.1 0.76
C 0.1778 -0.6529 -1.2733 -2.5 -2.2 -0.3 0.03
N -0.3532 -0.9246 0.1424 1.0 2.3 0.2 0.01
H 1.2412 1.0539 -1.3873 -1.4 1.6 -0.3 0.00
H -0.0823 0.9742 -2.7517 0.2 0.1 1.3 0.06
H -0.5673 2.7164 -0.7644 -0.4 -1.0 0.5 0.01
H -1.7820 1.6426 -1.3147 -1.4 -0.2 0.2 0.02
H 1.1535 -1.1931 -1.2069 -0.5 1.1 -1.2 0.00
H -0.6024 -1.0881 -2.0069 1.7 -0.2 1.3 0.00
H -0.2385 -1.8475 0.6105 0.2 0.3 -0.9 0.00
H 0.1370 -0.2279 0.8109 -1.0 -1.6 -0.9 0.00
H -1.3449 -0.7018 0.1033 -0.2 -0.2 1.0 0.00
H 3.6225 -0.8944 1.0920 -1.0 -0.5 0.3 0.00
H 3.0001 0.0707 1.9512 0.0 1.5 1.3 0.00
O 2.7568 -0.7361 1.5445 0.8 -0.9 -1.7 0.00
H -2.5879 -0.9017 2.5073 0.5 0.5 -0.3 0.00
H -1.8983 0.4687 2.4682 -0.2 1.1 0.9 0.00
O -1.9213 -0.3615 2.0285 -0.7 -1.4 -0.3 0.00